Record 1
C24H23F8MnN4O15P2S2Te as an isolated structure at a distorted geometry. Source: OMol25; level of theory: wB97M-V/def2-TZVPD.

Values from the calculation:
Energy above the lowest of the compared OMol25 structures with the same formula, charge and spin in eV: 0.0000
Electronic energy in hartree: -5973.26888
2S+1: 2
Charge: -1
Kohn-Sham gap (alpha / beta) in eV: 6.2 / 7.1

Atoms and positions in Å:
O: -2.516 3.540 -1.878
C: 5.976 -3.321 -0.032
H: -6.299 3.531 0.223
O: -3.031 5.648 -0.692
H: -5.478 5.034 -0.250
F: -3.688 0.528 7.194
F: 1.469 -5.288 -1.573
F: -1.960 -0.565 7.905
F: -1.772 1.518 7.368
C: 0.694 1.742 -0.406
C: -3.000 -0.110 4.624
H: 1.364 2.342 1.517
C: -1.311 -0.692 3.009
C: 0.258 2.594 -2.394
C: 2.499 -2.080 0.823
C: -0.490 -1.302 0.585
F: 1.203 -2.649 -2.664
C: -0.329 -0.611 4.005
N: -0.009 3.552 -3.430
H: -0.062 -4.876 -3.087
H: 0.773 4.257 0.422
H: 4.570 -3.785 1.537
F: 1.816 -4.731 -3.853
C: -2.019 -0.027 5.603
O: -1.650 -1.150 -4.381
C: -0.034 4.077 -0.288
O: -0.892 -0.977 -2.046
H: 7.180 -2.652 -1.674
C: -2.367 0.356 7.006
O: -0.325 3.105 -4.507
H: 0.063 -0.217 6.076
C: 4.237 -1.316 -0.740
F: 3.875 -5.628 -2.814
H: 1.308 0.590 1.240
C: 4.815 -3.133 0.710
H: 5.586 -0.842 -2.320
C: 5.409 -1.475 -1.463
Mn: 0.263 -1.981 -1.012
H: -1.504 2.983 0.914
O: -2.725 -5.018 -1.535
C: 6.277 -2.493 -1.103
H: -5.577 3.684 -1.384
H: -4.032 0.085 4.878
S: -2.785 4.231 -0.648
N: 1.512 -0.411 -1.096
C: 3.940 -2.119 0.363
Te: 2.794 -4.024 -2.360
C: -4.146 3.410 0.204
P: -2.173 -1.231 -2.871
P: -1.789 -4.031 -2.058
O: 3.435 0.300 -2.658
O: -0.926 -4.470 -3.306
C: 0.615 1.304 -2.584
C: -0.685 -0.281 5.297
H: 0.699 -0.815 3.732
H: -0.192 1.467 1.496
O: 1.728 -2.774 0.009
C: -5.463 3.949 -0.333
N: 0.887 0.797 -1.343
H: -2.383 -0.879 -4.952
H: -3.396 -0.519 2.552
O: -3.299 -0.329 -2.616
H: -0.069 4.901 -0.992
C: 0.802 1.533 1.050
O: -0.816 -3.407 -1.020
H: -4.010 3.635 1.263
O: 3.380 1.085 -0.358
H: 0.715 0.722 -3.483
O: 2.132 -1.416 1.767
O: 0.168 4.732 -3.176
S: 3.163 -0.008 -1.284
H: 6.641 -4.136 0.216
C: -0.918 -1.027 1.682
H: -4.021 2.344 0.015
F: 3.629 -3.144 -3.946
O: -2.591 -2.764 -2.675
H: -1.433 4.745 1.227
N: 0.303 2.857 -1.024
C: -2.647 -0.443 3.328
C: -1.367 3.967 0.469

Here is what Löwdin gives for the atomic charges, in e: -0.284 -0.055 0.079 -0.311 0.072 0.128 -0.499 0.134 0.126 -0.192 -0.009 0.108 -0.231 -0.090 -0.555 0.002 -0.480 0.004 -0.335 0.047 0.134 0.129 -0.438 -0.133 -0.097 -0.106 -0.333 0.112 -0.578 0.130 0.125 -0.249 -0.528 0.064 -0.016 0.122 -0.052 0.815 0.088 -0.238 -0.057 0.087 0.117 0.654 -0.161 -0.138 2.026 -0.286 0.251 0.265 -0.267 -0.099 0.094 -0.003 0.111 0.082 -0.187 -0.116 -0.091 0.088 0.122 -0.260 0.116 0.032 -0.303 0.100 -0.277 0.165 0.091 0.085 0.712 0.111 -0.053 0.108 -0.527 -0.217 0.112 0.094 -0.008 -0.183



Record 2
C24H23N12O2ReS2 as an isolated structure. Source: OMol25; level of theory: wB97M-V/def2-TZVPD.

Values from the calculation:
Energy above the lowest of the compared OMol25 structures with the same formula, charge and spin in eV: 0.0000
Electronic energy in hartree: -2609.72465
2S+1: 4
Charge: +3
Kohn-Sham gap (alpha / beta) in eV: 4.3 / 3.5

Atoms and positions in Å:
H: 0.622 -2.483 -7.906
C: -3.883 -0.825 1.726
C: -2.562 -0.664 1.392
N: 2.903 -0.919 -2.662
H: -4.198 -0.622 2.739
C: 4.125 -0.679 -2.194
N: 1.412 -4.916 -7.278
H: 0.827 -8.461 1.980
O: -1.490 -0.654 -3.270
H: 0.873 -3.408 -3.050
H: 1.500 -1.934 2.179
C: -0.164 -4.923 0.481
H: 1.774 -4.197 3.160
H: 5.396 -0.216 -0.499
H: -0.666 -5.734 -0.031
C: 3.331 -0.369 0.024
C: 0.503 0.818 2.666
N: 0.272 -2.592 0.627
C: -4.309 -1.459 -0.541
H: -5.829 -1.349 0.971
C: 0.584 -6.483 2.321
H: -2.553 -1.464 -1.802
N: -2.092 -0.896 0.134
O: 0.533 0.571 -3.934
C: 1.079 -3.957 -6.395
C: 1.042 -2.803 1.730
C: -0.905 0.500 4.404
H: 1.390 -4.739 -8.266
H: 2.166 1.906 2.812
H: 1.739 -5.816 -6.978
H: 1.661 1.647 1.204
C: -0.306 -3.643 0.000
C: -4.780 -1.227 0.736
N: -0.332 0.123 1.812
H: -4.970 -1.762 -1.341
H: 1.476 -5.157 -4.646
C: 1.143 -4.192 -5.006
H: -0.886 -3.430 -0.888
S: -0.085 -0.659 -3.566
C: 0.667 -2.685 -6.844
C: 1.943 -0.853 -1.776
C: 1.198 -4.054 2.257
N: 1.640 1.334 2.162
S: 0.112 -6.472 3.879
H: -0.472 0.946 6.321
H: 1.262 -7.468 0.639
C: 4.390 -0.397 -0.845
H: -2.048 0.252 6.046
N: 0.582 -1.041 -1.997
H: 0.042 -0.724 -6.326
C: 0.396 -1.955 -4.576
N: 0.266 0.965 3.943
N: 0.859 -7.543 1.558
N: -1.895 -0.003 3.593
H: 3.439 -0.182 1.083
C: 0.337 -1.697 -5.955
C: 0.567 -5.149 1.650
Re: 0.002 -0.733 -0.084
C: 0.802 -3.205 -4.111
N: -1.154 0.553 5.688
H: 4.932 -0.718 -2.917
N: 2.083 -0.590 -0.451
C: -2.961 -1.297 -0.815
C: -1.564 -0.164 2.362

Here is what Löwdin gives for the atomic charges, in e: 0.131 0.055 -0.181 0.205 0.138 -0.003 0.162 0.129 -0.308 0.092 0.115 0.041 0.130 0.133 0.144 -0.071 -0.420 -0.136 0.027 0.143 -0.846 0.088 -0.067 -0.232 -0.286 -0.071 -0.366 0.123 0.143 0.118 0.108 -0.068 0.042 -0.031 0.141 0.118 -0.011 0.120 0.669 0.010 -0.473 0.007 0.186 0.836 0.151 0.126 0.018 0.148 -0.232 0.133 -0.338 0.212 0.137 0.227 0.115 -0.034 -0.197 1.814 -0.083 0.259 0.145 -0.056 -0.060 -0.269



Record 3
C24H23N5Os as an isolated structure at a distorted geometry. Source: OMol25; level of theory: wB97M-V/def2-TZVPD.

Values from the calculation:
Energy above the lowest of the compared OMol25 structures with the same formula, charge and spin in eV: 0.5365
Electronic energy in hartree: -1292.29907
2S+1: 1
Charge: +2
Kohn-Sham gap (alpha / beta) in eV: 6.4 / 6.6

Atoms and positions in Å:
C: 2.287 -0.933 1.692
H: 3.002 1.184 -1.480
C: -3.086 1.943 1.770
H: 2.173 -2.100 -1.371
C: 3.434 0.396 -4.753
C: -2.223 -3.052 1.928
N: 0.570 0.220 -1.765
N: -1.016 -1.776 0.317
C: 3.756 0.820 -3.463
C: 2.136 -0.002 -5.059
C: -2.429 -3.551 -0.401
N: 0.022 -0.057 2.096
H: 5.009 -2.919 1.736
C: 1.175 -0.033 -4.072
H: -3.288 2.171 2.808
H: -3.455 -4.626 1.153
H: -1.135 1.179 3.415
N: 1.881 -1.117 0.416
C: -1.339 -2.040 1.596
H: 1.800 1.036 2.377
Os: 0.148 -0.046 -0.060
H: -2.832 -4.134 -1.216
C: 2.551 -1.971 -0.366
H: -0.068 2.034 2.305
H: -4.424 2.125 -1.331
H: 4.756 1.166 -3.242
C: -3.724 1.921 -0.534
C: 1.450 0.013 2.523
C: -1.557 -2.518 -0.661
H: 0.165 -0.360 -4.284
H: 1.884 -0.286 -6.072
C: 4.122 -2.423 1.367
H: -1.263 -2.261 -1.670
H: -2.469 -3.241 2.965
C: -0.637 -1.259 2.658
H: -4.974 2.671 1.044
H: 4.197 0.386 -5.520
H: 0.116 -1.905 3.113
C: -1.877 1.393 1.408
C: -4.027 2.218 0.783
C: -0.749 1.187 2.394
C: -2.503 1.344 -0.828
H: -2.221 1.082 -1.838
H: -1.336 -0.988 3.450
H: 4.181 -3.332 -0.586
H: 3.721 -1.380 3.209
C: 3.407 -1.561 2.190
N: -1.595 1.088 0.121
C: -2.774 -3.820 0.917
H: 1.562 -0.226 3.583
C: 3.674 -2.645 0.077
C: 1.497 0.343 -2.754
C: 2.793 0.816 -2.478

Here is what Löwdin gives for the atomic charges, in e: -0.246 0.108 0.018 0.121 -0.031 0.017 -0.115 -0.045 -0.050 -0.050 -0.014 -0.293 0.131 -0.013 0.133 0.131 0.140 -0.068 -0.233 0.136 1.448 0.127 -0.086 0.138 0.127 0.119 -0.012 -0.105 -0.083 0.115 0.119 -0.003 0.119 0.135 -0.079 0.131 0.121 0.149 -0.246 -0.003 -0.096 -0.083 0.118 0.146 0.127 0.134 0.018 -0.082 -0.004 0.144 -0.010 -0.391 -0.034



Record 4
C24H24BClN4O6Ru as an isolated structure. Source: OMol25; level of theory: wB97M-V/def2-TZVPD.

Values from the calculation:
Energy above the lowest of the compared OMol25 structures with the same formula, charge and spin in eV: 0.1092
Electronic energy in hartree: -2178.88381
2S+1: 1
Charge: +2
Kohn-Sham gap in eV: 6.7

Atoms and positions in Å:
H: 2.139 1.938 -2.498
H: -3.435 -0.418 1.900
C: 2.502 0.241 2.475
H: 2.156 0.182 6.581
C: -0.593 2.504 -2.406
B: 0.126 1.469 -0.567
H: -4.870 -2.412 2.190
C: -1.952 3.114 -2.130
H: -0.510 4.958 -0.938
C: -0.405 2.189 -3.869
C: 1.799 -3.481 -3.628
O: 1.270 -4.278 -4.341
N: 0.380 -1.770 -0.674
H: -0.077 -0.611 7.302
C: 1.042 -2.929 -2.446
C: -1.782 -2.581 -0.113
C: 1.624 -0.030 4.492
C: 1.386 -1.952 -1.544
O: 3.034 -3.040 -3.798
H: -1.780 -1.261 5.662
C: 0.365 4.758 -1.553
C: -0.589 -0.831 3.949
C: 0.603 3.279 -1.739
C: -2.081 -1.399 0.565
H: 0.227 5.233 -2.525
H: -1.341 -1.135 3.238
H: 1.992 3.466 -3.377
H: 3.340 -2.397 -3.124
C: 0.659 -0.373 3.552
C: -0.269 -3.321 -2.061
H: -2.728 2.431 -2.472
N: 1.228 -0.164 2.272
C: -3.994 -2.464 1.559
H: -2.061 4.052 -2.671
O: 2.330 -0.247 -0.244
O: -0.598 1.183 -1.649
N: -0.632 -2.615 -0.971
C: 2.558 -1.053 -1.261
H: 1.235 5.208 -1.079
O: 3.579 -1.110 -1.891
C: -3.666 -3.644 0.911
C: -3.189 -1.345 1.398
O: 0.693 2.648 -0.369
C: -0.821 -0.906 5.310
H: -4.272 -4.528 1.050
N: 2.754 0.348 3.758
H: -0.329 3.119 -4.435
Cl: -1.283 -4.418 -2.804
Ru: 0.467 -0.306 0.506
H: -1.562 -0.428 0.438
H: 0.491 1.600 -4.052
C: -2.557 -3.710 0.076
H: -2.099 3.309 -1.067
C: 0.152 -0.538 6.249
C: 1.400 -0.095 5.859
C: 1.945 3.007 -2.391
H: 3.637 0.662 4.141
H: 3.200 0.454 1.681
H: -2.304 -4.640 -0.410
H: -1.270 1.642 -4.242
H: 2.733 3.437 -1.775

Here is what Löwdin gives for the atomic charges, in e: 0.093 0.128 -0.059 0.132 -0.400 -0.687 0.127 0.005 0.096 0.012 -0.479 0.141 -0.068 0.126 0.007 -0.162 -0.158 -0.066 0.177 0.122 0.013 0.004 -0.407 -0.060 0.114 0.085 0.111 0.084 -0.183 -0.514 0.106 -0.050 -0.028 0.111 -0.136 0.116 -0.001 -0.485 0.107 0.165 -0.014 -0.062 0.153 -0.035 0.130 0.194 0.116 0.960 1.391 0.070 0.094 -0.004 0.103 -0.032 0.028 0.010 0.197 0.154 0.094 0.105 0.110